# 1
Density functional theory data (ωB97M-V/def2-TZVPD) for C9H16NP in the gas phase at a distorted geometry.

XYZ file:
```
27
Properties=species:S:1:pos:R:3:lowdin_charge:R:1
P -1.9689 0.2602 1.7299 0.761
N -0.9296 0.3342 0.5699 -0.376
C 1.6827 1.9775 -1.2392 -0.024
C 0.1022 0.0422 -1.5766 -0.003
C 0.9455 1.5100 1.7427 -0.022
C 1.0656 -0.8808 0.9223 -0.098
C -1.9503 -1.4332 -1.3548 -0.046
C 0.8398 0.8362 -0.7946 -0.219
C 0.2015 -1.8788 0.0108 -0.074
C -0.7324 -0.8878 -0.7638 -0.342
C 0.4926 0.5218 0.6411 -0.546
H 2.0708 -0.7366 0.7007 0.088
H -0.0044 0.2091 -2.6426 0.124
H -0.3833 -2.5258 0.6510 0.093
H 1.1248 2.5242 1.2818 0.093
H 1.8524 1.0853 2.1645 0.078
H -1.5604 -2.1487 -2.0369 0.089
H 0.8171 -2.5248 -0.5720 0.101
H 2.0161 1.6944 -2.2259 0.082
H -2.2677 -1.1553 1.9115 -0.108
H 0.9181 2.7112 -1.3421 0.088
H 1.0138 -1.2345 1.9509 0.114
H -2.5457 -0.7459 -1.8592 0.066
H -2.5385 -1.8826 -0.5347 0.087
H -2.9809 0.4530 0.7638 -0.091
H 2.4838 2.2326 -0.6218 0.061
H 0.2351 1.6428 2.5233 0.024
```

The calculation puts the molecular weight at 169.21 g/mol. The HOMO energy comes out at -8.287 eV. As for the charge: 0. As for the structure (SMILES): CC1=C[C@@]2(C)CC[C@]1(C)N2P.

# 2
Density functional theory data (ωB97M-V/def2-TZVPD) for a molecular structure, C42H39I2N4NdO4S at a distorted geometry.

XYZ file:
```
93
Properties=species:S:1:pos:R:3:lowdin_charge:R:1
Nd -0.3165 0.3098 -0.6730 1.895
I -3.6221 1.8115 -7.5582 0.818
I -1.8241 -3.0700 -4.7618 0.882
S -2.3251 -2.4078 1.7783 1.048
O -1.7895 1.1937 0.9021 -0.296
O -1.0797 -1.8366 1.0828 -0.593
O -1.0860 -0.8803 -2.4335 -0.334
O 1.2219 1.3602 -2.2681 -0.272
N -1.7207 1.6882 -2.1429 -0.018
N 3.8746 0.9063 1.1461 -0.247
N 2.0039 -1.0339 -0.6935 -0.070
N 0.4643 2.8925 0.4587 -0.014
C 3.0364 1.9088 1.7244 -0.230
C -1.6624 -0.3142 -3.5018 -0.389
C 2.7167 -1.2696 -1.7900 -0.085
C 1.7915 3.4142 0.0131 -0.191
C -3.4953 2.0958 2.3029 -0.014
C -1.9395 -0.9906 -4.7211 -0.657
C -3.3842 -4.2511 0.1012 -0.100
C -1.4159 3.3297 1.9825 -0.173
C 2.4969 -1.1949 1.7639 -0.151
C -1.5766 -5.0815 1.3867 -0.085
C -2.6283 1.1570 -5.7621 -0.610
C 3.7959 -0.7527 -3.8908 -0.062
C -1.8898 1.1151 -3.3869 -0.141
C 2.9787 3.2377 1.0419 -0.161
C -2.3694 1.8277 -4.5367 -0.195
C -3.1887 4.3135 3.2492 -0.111
C -0.8016 -2.0982 4.1507 -0.051
C -0.7489 -2.2370 5.5583 -0.071
C -2.9479 -3.1667 4.2482 -0.080
C -1.5254 -6.2486 0.5956 -0.060
C -2.2085 3.7796 -3.1640 -0.020
C -1.8576 4.2905 2.8560 -0.076
C 2.2245 -1.9821 0.4097 -0.228
C 2.2406 0.9617 -3.0190 -0.296
C 3.6227 1.4738 -4.9221 -0.122
C -0.1629 3.6021 1.3367 -0.122
C -2.8755 -3.3405 5.6549 -0.055
C -1.8808 -2.6327 3.4682 -0.397
C 5.2157 1.2821 0.8557 -0.118
C -1.9832 2.9594 -2.0195 -0.096
C -1.7733 -2.7788 6.3201 -0.080
C -2.4770 3.2428 -4.4166 -0.006
C -2.4058 -0.2319 -5.8187 -0.250
C -3.4669 -5.4371 -0.6042 -0.066
C 3.8106 -0.3545 1.8463 -0.212
C -2.4818 -6.4553 -0.4335 -0.048
C 4.1257 0.1558 -4.9373 -0.109
C 2.7849 1.9246 -3.9409 -0.043
C -2.2188 2.1708 1.6507 -0.347
C -4.0222 3.2087 2.9740 -0.088
C -2.4995 -4.1073 1.1442 -0.381
C 2.8956 -0.3822 -2.9007 -0.151
H 2.8921 4.0324 1.7684 0.096
H 2.0905 2.9545 -0.9656 0.092
H 4.1717 -1.7770 -3.8883 0.107
H 0.1499 -1.8521 6.1004 0.121
H 3.3314 -2.1832 -1.8049 0.123
H 0.4070 4.4481 1.7915 0.134
H 5.3012 2.0981 0.0824 0.091
H 3.8962 3.4854 0.5320 0.090
H -1.1778 5.0828 3.2086 0.118
H 3.4434 2.0835 2.8040 0.142
H -2.5967 -0.7502 -6.7697 0.062
H -3.5683 5.1603 3.8395 0.098
H 0.0503 -1.6359 3.6763 0.095
H 2.2228 2.8940 -3.8843 0.126
H -5.0938 3.3414 3.1158 0.100
H -0.8465 -7.0808 0.9328 0.120
H 3.9735 -0.1312 2.9659 0.127
H -4.2755 -5.6795 -1.3115 0.114
H -4.0650 -3.4321 -0.1613 0.120
H -2.0047 4.8381 -3.0434 0.105
H 1.3990 -2.6822 0.6212 0.095
H -2.4472 -7.2866 -1.1308 0.102
H 3.0224 -2.6401 0.1194 0.089
H 5.7888 1.5746 1.7812 0.095
H -2.7580 3.8300 -5.2921 0.092
H 5.8489 0.4602 0.4098 0.096
H 3.8297 2.1620 -5.7832 0.114
H -3.6349 -3.9070 6.1975 0.107
H -1.8918 3.3052 -1.0174 0.095
H 4.6861 -0.1952 -5.8606 0.108
H 2.5529 -1.9343 2.5978 0.112
H -1.6491 -2.8384 7.3597 0.087
H -0.7815 -4.8714 2.1356 0.129
H 4.6858 -0.9951 1.5778 0.123
H -3.8387 -3.5603 3.7187 0.115
H -4.1043 1.1921 2.2758 0.104
H 1.5862 -0.6043 1.9514 0.076
H 1.7364 4.4860 -0.2027 0.106
H 2.0180 1.5303 1.8459 0.100
```

Its expectation value of S² is 3.75. The calculation puts the molecular weight at 1093.91 g/mol. As for the spin multiplicity: 4. The HOMO energy (alpha / beta) comes out at -7.139 / -7.148 eV. As for the charge: 0.

# 3
Density functional theory data (ωB97M-V/def2-TZVPD) for a molecular structure, C30H44BrCaF7N6O15S3 at a distorted geometry.

XYZ file:
```
107
Properties=species:S:1:pos:R:3:lowdin_charge:R:1
Br 4.0085 0.4422 -3.4214 0.485
Ca 3.0864 7.1234 0.9871 0.899
S 2.9472 -5.6201 1.1336 0.637
S 1.8464 -4.0665 -0.6860 0.608
S 2.5862 -2.5454 2.8216 0.692
F 4.1166 -7.7839 2.1837 0.104
F 2.7150 -8.2110 0.5625 0.095
F 4.6744 -7.3710 0.1114 0.096
F 2.7216 -4.5739 -3.1501 0.099
F 2.3468 5.7574 0.1726 -0.540
F 0.7637 -5.4220 -2.7075 0.099
F 0.9628 -3.2785 -3.0845 0.090
O 1.8554 -5.7477 2.1024 -0.292
O 2.7202 -2.8920 -0.6297 -0.327
O -0.9065 7.0764 -5.1299 -0.132
O 2.3783 -9.4621 6.0975 -0.014
O 0.5071 -3.8612 -0.1274 -0.316
O 3.3599 -3.7530 2.9936 -0.274
O 2.0611 5.8443 -4.6622 -0.007
O 3.2321 -10.6849 4.3499 0.113
O 3.5422 -1.4127 2.1409 -0.194
O 2.4120 -1.8289 4.2756 -0.200
O -4.2456 3.4357 -3.5257 -0.125
O 1.3061 -2.5188 2.1494 -0.247
O -1.4199 1.9173 -5.2451 -0.013
O 4.0719 -4.7964 1.5853 -0.322
O 3.6801 -11.1724 6.5499 -0.015
N 3.2080 0.3236 6.8532 0.097
N 1.9011 0.2494 -3.3745 -0.233
N -3.1259 6.1256 -2.6746 -0.118
N -9.4589 4.2289 -0.5006 0.088
N -2.6125 -0.1909 0.2831 0.056
N 2.5267 -5.4664 -0.3870 -0.278
C -2.7688 -1.4229 0.5014 -0.199
C 3.7345 6.1509 -1.8886 -0.093
C -6.5747 4.0555 -2.7129 -0.100
C -4.9329 4.1834 -2.4615 -0.356
C 3.1094 -10.4624 5.5442 -0.560
C -0.1947 1.5876 -2.3316 -0.069
C 3.3037 -0.7193 4.3689 -0.225
C -0.0042 2.9179 -3.2703 -0.043
C 4.4852 -12.2657 6.1130 -0.057
C 1.6022 -1.5233 8.1740 -0.058
C 1.9497 4.0411 -1.7447 -0.065
C -0.5112 5.6988 -4.7977 -0.115
C -4.5707 5.7805 -2.3868 -0.182
C -2.9572 -2.9081 0.7648 -0.066
C 1.7155 -8.6266 5.1504 -0.042
C -1.3951 7.7358 -3.8801 -0.132
C -2.9831 7.3512 -3.5563 -0.190
C 1.0785 0.5552 -2.3185 -0.226
C -1.4871 4.5545 -5.0046 0.112
C 0.9654 5.2470 -4.1869 -0.128
C 3.4974 -0.2301 2.9361 -0.178
C 1.5611 -4.3378 -2.4666 -0.603
C -11.0093 3.6982 -2.7475 -0.077
C -1.0121 3.0177 -4.6014 -0.173
C 2.4800 -0.5139 7.4520 -0.151
C 2.2839 5.6270 -1.3314 -0.250
C 0.9568 4.0328 -3.0516 -0.034
C -10.1619 3.9884 -1.5194 -0.205
C 1.4001 -0.2616 -0.8950 -0.028
C 3.6378 -7.3022 1.0006 -0.601
H 3.6786 6.8170 -2.8594 0.109
H 4.4146 0.3511 2.8148 0.133
H -7.2136 4.4240 -1.8015 0.053
H -1.1932 8.8886 -3.9136 0.140
H 1.5632 0.8024 -4.1923 0.069
H -3.7381 2.6611 -3.1113 0.112
H -2.5673 4.7638 -5.4025 0.138
H 1.1619 -7.8625 5.7030 0.094
H -0.3851 1.9394 -1.2320 0.127
H 1.3888 6.3487 -1.6513 0.144
H 4.5022 5.2850 -2.0705 0.110
H -5.2777 6.3216 -3.1779 0.130
H 2.6416 0.3675 2.6046 0.118
H 2.4159 -0.8598 -0.9381 0.073
H 1.0019 -9.2069 4.5567 0.101
H -0.7389 7.2791 -3.0116 0.113
H 4.1742 6.8679 -1.0416 -0.025
H 2.4421 -8.1248 4.5032 0.094
H -2.1849 -3.2660 1.4511 0.082
H 1.2738 0.4092 0.0557 0.090
H 3.8823 -12.9914 5.5577 0.097
H -11.6915 4.5320 -2.9351 0.076
H -6.9228 4.6560 -3.6820 0.089
H -4.7176 3.5910 -1.4486 0.155
H -4.8659 6.1715 -1.2994 0.141
H -3.4747 7.1678 -4.6286 0.141
H 0.5489 -1.0958 -0.8274 0.115
H 0.5596 -1.1946 8.1510 0.079
H -3.5858 8.2324 -3.0751 0.121
H 2.9807 3.5163 -1.9265 0.121
H 1.6787 -2.4993 7.6868 0.083
H -2.6123 6.2533 -1.7676 0.111
H -6.8929 2.9241 -2.9179 0.094
H 2.8828 0.0548 5.0160 0.062
H -2.8856 -3.4650 -0.1736 0.081
H 4.8909 -12.7618 6.9989 0.091
H 1.9227 -1.6188 9.2150 0.078
H -1.1447 0.9469 -2.6644 0.152
H 5.3224 -11.9094 5.5042 0.099
H 1.4507 3.5817 -0.7623 0.139
H -10.3656 3.5613 -3.6208 0.073
H -11.5944 2.7879 -2.5902 0.077
H -3.9398 -3.0860 1.2104 0.075
H 4.2473 -1.0755 4.7947 0.131
```

The calculation puts the molecular weight at 1077.88 g/mol. The HOMO energy comes out at -5.694 eV. As for the charge: 0.

# 4
Density functional theory data (ωB97M-V/def2-TZVPD) for a molecular structure, C5H8O.

XYZ file:
```
14
Properties=species:S:1:pos:R:3:lowdin_charge:R:1
O 0.8957 -0.7011 -1.0917 -0.164
C 0.2899 0.2914 1.0217 -0.281
C -1.0569 0.4746 0.5288 -0.077
C -0.0298 0.2305 -1.6390 -0.115
C -0.8119 -0.8568 1.0358 -0.074
C 1.3155 0.1232 -0.0540 -0.182
H 2.3583 -0.0695 0.2366 0.122
H -1.0065 -0.2073 -1.8577 0.084
H -1.3254 -1.2389 1.9232 0.098
H -1.8153 1.1443 0.9370 0.100
H 0.5883 1.1264 -0.8458 0.158
H 0.6421 0.7828 1.9279 0.131
H 0.3892 0.6623 -2.5596 0.100
H -0.4810 -1.6312 0.3370 0.101
```

The calculation puts the molecular weight at 84.12 g/mol. The HOMO energy (alpha / beta) comes out at -7.759 / -7.795 eV. As for the charge: 0.

> Number 4 is which compound?

C5H8O